No. 1
{
  "formula": "C3H9N3O",
  "method": "ωB97M-V/def2-TZVPD",
  "symbols": ["C", "C", "N", "C", "N", "O", "H", "H", "H", "H", "H", "H", "N", "H", "H", "H"],
  "xyz": [[1.140592, -2.391120, 0.845013], [1.146151, -1.079278, 0.666331], [0.681011, -0.450077, -0.471993], [0.624871, 0.917333, -0.601227], [0.108232, 1.331085, -1.801541], [1.048567, 1.683466, 0.237272], [0.766449, -3.067215, 0.094499], [1.517276, -2.828838, 1.748864], [1.519620, -0.385196, 1.404970], [0.295667, -1.029696, -1.201609], [-0.093176, 2.319840, -1.850204], [-0.568846, 0.741328, -2.259496], [-1.986240, 0.968641, 0.534898], [-1.228603, 1.522312, 0.919265], [-2.829204, 1.550836, 0.558380], [-2.142368, 0.196579, 1.176579]],
  "forces_ev_per_a": [[-0.010, -0.106, 0.008], [0.067, 0.141, 0.216], [-0.096, -0.165, -0.252], [0.012, -0.136, -0.427], [-0.014, 0.207, -0.346], [0.096, 0.184, 0.334], [-0.092, -0.125, -0.186], [0.103, -0.011, 0.220], [0.034, 0.015, 0.048], [0.043, 0.121, 0.050], [0.041, -0.207, 0.092], [0.014, 0.078, 0.111], [-0.601, 0.157, 0.098], [0.007, 0.045, 0.046], [0.398, -0.290, 0.038], [-0.003, 0.093, -0.051]],
  "nbo_charge": [-0.4931, 0.0108, -0.6306, 0.8031, -0.8326, -0.6625, 0.1872, 0.2106, 0.2268, 0.3923, 0.4007, 0.3860, -1.0941, 0.3755, 0.3589, 0.3610],
  "fmax_ha_per_bohr": 0.01222,
  "charge": 0,
  "total_energy_ha": -359.235173,
  "relative_energy_kcal_mol": 5.8,
  "molar_mass_g_mol": 103.12,
  "homo_lumo_gap_ev": 9.52,
  "smiles": "C=CNC(N)=O.N"
}



No. 2
{
  "formula": "C4H13NOS",
  "method": "ωB97M-V/def2-TZVPD",
  "symbols": ["N", "C", "C", "C", "C", "S", "H", "H", "H", "H", "H", "H", "H", "H", "H", "H", "H", "O", "H", "H"],
  "xyz": [[0.726712, -2.187048, 1.892593], [0.723882, -2.148813, 0.421215], [1.085653, -0.718611, -0.045613], [0.019528, 0.374591, 0.161362], [-1.442132, -0.043989, -0.121006], [-1.553847, -0.500295, -1.906587], [-0.181715, -1.958413, 2.281234], [0.835851, -3.133124, 2.201084], [-0.250295, -2.422733, 0.010848], [1.569223, -2.737935, 0.080678], [1.550621, -0.766136, -1.033660], [1.856138, -0.460616, 0.660674], [0.018783, 0.708873, 1.177270], [0.252209, 1.124051, -0.601274], [-1.593077, -1.012028, 0.341181], [-2.102599, 0.789443, 0.062398], [-2.504921, -1.430019, -1.841219], [1.958537, 4.908132, 1.243069], [1.593601, 5.615904, 1.788648], [1.914861, 5.269823, 0.349299]],
  "forces_ev_per_a": [[-0.326, -0.011, 0.131], [0.057, 1.473, 0.238], [-0.237, -0.613, 0.868], [-0.685, -0.941, -1.805], [1.453, -0.776, -1.280], [0.198, 0.409, -0.173], [-0.068, 0.415, -0.184], [0.363, -0.614, 0.115], [0.323, -0.589, -0.345], [-0.361, -0.601, -0.159], [-0.481, 0.250, -0.056], [0.748, 0.260, 0.028], [0.368, 0.670, 0.491], [0.086, 0.625, 0.728], [-0.798, 0.395, 0.774], [-0.446, -0.282, 0.482], [-0.190, -0.064, 0.150], [-0.130, 0.307, -0.097], [0.072, -0.166, 0.010], [0.053, -0.145, 0.085]],
  "nbo_charge": [-0.8428, -0.2253, -0.4135, -0.4152, -0.4916, -0.0868, 0.3449, 0.3531, 0.1684, 0.1991, 0.2099, 0.2207, 0.2162, 0.2115, 0.2084, 0.2226, 0.1202, -0.9337, 0.4668, 0.4671],
  "fmax_ha_per_bohr": 0.04177,
  "charge": 0,
  "total_energy_ha": -688.351596,
  "relative_energy_kcal_mol": 23.3,
  "molar_mass_g_mol": 123.22,
  "homo_lumo_gap_ev": 9.79,
  "smiles": "NCCCCS.O"
}



No. 3
{
  "formula": "C11H20N4O4",
  "method": "ωB97M-V/def2-TZVPD",
  "symbols": ["C", "N", "C", "O", "C", "C", "C", "C", "N", "O", "N", "C", "O", "C", "C", "N", "C", "C", "O", "H", "H", "H", "H", "H", "H", "H", "H", "H", "H", "H", "H", "H", "H", "H", "H", "H", "H", "H", "H"],
  "xyz": [[-2.902264, 3.247560, 1.986820], [-1.621718, 2.565839, 1.674718], [-0.626277, 3.030408, 0.913405], [-0.677696, 4.111945, 0.343011], [0.651863, 2.177588, 0.718894], [1.687908, 2.345255, 1.867102], [3.131267, 2.043877, 1.377310], [3.437917, 0.617703, 0.931550], [4.170681, 0.411338, -0.153807], [3.023006, -0.359565, 1.523350], [0.422195, 0.739180, 0.452864], [-0.148027, -0.249754, 1.175653], [-0.820625, -0.052192, 2.161874], [-0.036677, -1.690609, 0.643241], [-0.951032, -2.627125, 1.440641], [-0.411514, -1.800662, -0.764541], [0.296411, -1.426552, -1.840612], [-0.322023, -1.733322, -3.144168], [1.331092, -0.807179, -1.778176], [-3.254209, 2.902229, 2.969407], [-3.683448, 3.048816, 1.258901], [-2.743210, 4.330007, 2.069521], [-1.570283, 1.614383, 2.001996], [1.097866, 2.577993, -0.198619], [1.409836, 1.761749, 2.726825], [1.661135, 3.382080, 2.154387], [3.321196, 2.696182, 0.557090], [3.846148, 2.278942, 2.164979], [4.181580, -0.536828, -0.510467], [4.560953, 1.196822, -0.626700], [0.936987, 0.353546, -0.341147], [1.033243, -1.993065, 0.798783], [-2.007198, -2.499484, 1.188994], [-0.688150, -3.688219, 1.265894], [-0.828145, -2.462370, 2.503104], [-1.273208, -2.258066, -0.907845], [-0.354221, -2.815766, -3.326520], [0.272032, -1.295131, -3.919683], [-1.350450, -1.295233, -3.171314]],
  "forces_ev_per_a": [[1.001, 0.285, 0.240], [-1.188, -0.230, 0.685], [-0.095, 0.495, -0.639], [0.215, 0.164, 0.140], [-0.085, -0.933, 0.834], [0.182, -0.197, -1.098], [-0.367, -0.475, 0.442], [-1.123, -0.497, 1.102], [0.618, 0.451, -0.904], [-0.633, -0.324, 0.920], [0.403, -0.671, -1.137], [-0.232, 0.663, -0.630], [-0.529, 0.230, 1.452], [0.922, -0.233, 0.174], [0.443, -0.617, -0.085], [0.523, 0.045, 0.780], [-0.640, -0.002, 0.134], [-1.326, -0.431, -0.626], [1.579, 0.632, 0.421], [0.219, -0.047, -0.328], [0.049, -0.018, -0.242], [0.010, -0.303, -0.226], [0.410, -0.267, 0.154], [-0.227, -0.093, 0.167], [-0.109, -0.420, 0.274], [0.092, 0.528, 0.222], [0.326, 0.730, -0.682], [0.017, 0.063, 0.105], [0.244, 0.419, -0.035], [0.198, -0.035, -0.630], [0.014, 0.371, 0.109], [-0.771, 0.228, -0.338], [0.090, 0.193, 0.036], [-0.040, 0.529, -0.180], [-0.059, 0.190, 0.106], [-0.843, -0.448, -0.324], [-0.242, 0.229, 0.104], [0.249, 0.312, -0.374], [0.706, -0.518, -0.123]],
  "nbo_charge": [-0.4137, -0.6207, 0.6610, -0.6461, -0.1129, -0.3878, -0.4946, 0.6723, -0.8051, -0.6542, -0.6355, 0.6989, -0.6641, -0.1462, -0.6100, -0.5997, 0.6855, -0.7078, -0.6521, 0.2025, 0.1954, 0.2205, 0.4303, 0.2289, 0.2324, 0.2208, 0.2009, 0.2395, 0.4200, 0.3902, 0.4326, 0.2489, 0.2058, 0.2124, 0.2498, 0.3949, 0.2321, 0.2441, 0.2310],
  "fmax_ha_per_bohr": 0.03408,
  "charge": 0,
  "total_energy_ha": -951.223255,
  "relative_energy_kcal_mol": 6.1,
  "molar_mass_g_mol": 272.30,
  "homo_lumo_gap_ev": 9.67,
  "smiles": "CNC(=O)[C@@H](CCC(N)=O)NC(=O)[C@@H](C)NC(C)=O"
}



No. 4
{
  "formula": "C15H23NO3S",
  "method": "ωB97M-V/def2-TZVPD",
  "symbols": ["C", "O", "C", "C", "C", "S", "C", "C", "C", "C", "C", "O", "N", "C", "C", "C", "O", "C", "C", "C", "H", "H", "H", "H", "H", "H", "H", "H", "H", "H", "H", "H", "H", "H", "H", "H", "H", "H", "H", "H", "H", "H", "H"],
  "xyz": [[-0.735217, -1.692150, 2.266456], [-0.492098, -0.490139, 1.570054], [-1.494028, 0.057512, 0.816016], [-2.759112, -0.502191, 0.739981], [-3.754719, 0.067780, -0.049811], [-5.311456, -0.758823, -0.025166], [-6.340451, 0.209575, -1.162929], [-3.482734, 1.208355, -0.789259], [-2.219205, 1.757667, -0.717458], [-1.211135, 1.222580, 0.077009], [0.100738, 1.937913, 0.020727], [0.372987, 2.674673, -0.911998], [0.925439, 1.765912, 1.077114], [2.269604, 2.292731, 1.103840], [3.307712, 1.194178, 0.865560], [3.240799, 0.670809, -0.574231], [4.012803, -0.503215, -0.744420], [3.316514, -1.723363, -0.933288], [2.533313, -1.756310, -2.249735], [2.416247, -2.098314, 0.246899], [-1.516706, -1.566267, 3.021298], [-1.009130, -2.501515, 1.584292], [0.205188, -1.939047, 2.757144], [-3.008761, -1.394387, 1.290946], [-7.307602, -0.283594, -1.174072], [-6.448276, 1.224883, -0.792884], [-5.906576, 0.194064, -2.158359], [-4.228392, 1.669375, -1.414777], [-1.975556, 2.637952, -1.293249], [0.688236, 1.072496, 1.768640], [2.443076, 2.767443, 2.074732], [2.330856, 3.048648, 0.317787], [3.126869, 0.369238, 1.557629], [4.307160, 1.582057, 1.062888], [3.649332, 1.427823, -1.252949], [2.198039, 0.503622, -0.853581], [4.134644, -2.452055, -0.997317], [1.658438, -1.111162, -2.207343], [2.201832, -2.770991, -2.453506], [3.170369, -1.423257, -3.065159], [1.590991, -1.396844, 0.342835], [2.008608, -3.093767, 0.089361], [2.991342, -2.099890, 1.170262]],
  "forces_ev_per_a": [[-0.034, -0.217, 0.159], [-0.126, 0.324, -0.217], [-0.078, 0.144, -0.150], [0.011, -0.131, 0.118], [-0.207, 0.032, -0.114], [-0.161, 0.000, -0.066], [0.476, -0.158, 0.308], [-0.081, -0.090, 0.050], [0.236, -0.036, 0.128], [-0.196, -0.139, -0.100], [0.035, 0.006, 0.271], [0.036, 0.093, -0.222], [0.102, -0.109, 0.213], [0.307, 0.072, -0.049], [-0.152, 0.005, -0.344], [-0.014, 0.113, 0.216], [0.179, 0.108, 0.089], [-0.155, -0.336, -0.120], [0.309, 0.123, 0.285], [0.369, 0.154, -0.201], [0.022, -0.007, -0.044], [0.000, 0.043, 0.006], [-0.084, -0.027, -0.020], [0.073, -0.122, 0.103], [-0.045, -0.015, -0.006], [-0.074, 0.080, -0.075], [-0.067, 0.067, -0.094], [-0.089, 0.027, -0.050], [0.058, 0.049, -0.034], [-0.102, 0.029, -0.136], [0.006, 0.039, -0.141], [0.019, 0.020, 0.168], [0.044, -0.049, 0.036], [0.061, -0.021, 0.057], [-0.137, -0.039, 0.039], [0.011, 0.024, -0.049], [-0.187, 0.041, 0.001], [-0.122, 0.045, -0.020], [-0.075, -0.108, -0.042], [0.039, 0.004, -0.102], [-0.143, 0.083, 0.036], [-0.088, -0.112, -0.005], [0.024, -0.012, 0.117]],
  "nbo_charge": [-0.2544, -0.5340, 0.4146, -0.3451, -0.1323, 0.2648, -0.7417, -0.2858, -0.1101, -0.2412, 0.6679, -0.6409, -0.6153, -0.2306, -0.4228, -0.0717, -0.5402, 0.1139, -0.6411, -0.6512, 0.1835, 0.1856, 0.2043, 0.2228, 0.2385, 0.2220, 0.2227, 0.2181, 0.2429, 0.4126, 0.1977, 0.2321, 0.1954, 0.2110, 0.1857, 0.1736, 0.1823, 0.2053, 0.2103, 0.2193, 0.2088, 0.2116, 0.2114],
  "fmax_ha_per_bohr": 0.01144,
  "charge": 0,
  "total_energy_ha": -1264.036228,
  "relative_energy_kcal_mol": 1.3,
  "molar_mass_g_mol": 297.42,
  "homo_lumo_gap_ev": 8.84,
  "smiles": "COc1cc(SC)ccc1C(=O)NCCCOC(C)C"
}



No. 5
{
  "formula": "C7H10ClNO2",
  "method": "ωB97M-V/def2-TZVPD",
  "symbols": ["O", "C", "O", "C", "N", "C", "Cl", "C", "C", "C", "C", "H", "H", "H", "H", "H", "H", "H", "H", "H", "H"],
  "xyz": [[-3.245336, -0.760792, 0.291680], [-2.179938, -1.144394, -0.065660], [-1.802563, -2.426115, -0.182185], [-1.076051, -0.180549, -0.492192], [0.102929, -0.883065, -0.951214], [1.142840, -0.471437, -0.019763], [2.789321, -1.820778, 0.169269], [1.589903, 0.905081, -0.458221], [0.326060, 1.745233, -0.058491], [-0.601786, 0.695079, 0.653527], [0.463531, -0.231779, 1.324105], [-0.815120, -2.607465, -0.435786], [-1.421598, 0.319721, -1.392839], [0.553927, -0.742017, -1.837392], [1.780199, 1.037998, -1.613164], [2.516165, 1.432277, 0.035442], [0.701075, 2.661676, 0.602672], [-0.327608, 2.209329, -0.979893], [-1.361367, 1.245021, 1.384498], [0.964790, 0.168594, 2.152073], [-0.099373, -1.151621, 1.873541]],
  "forces_ev_per_a": [[-0.744, -0.197, 0.317], [2.045, -0.535, -0.830], [0.663, -1.253, 0.112], [-1.160, -0.117, -0.792], [2.933, -1.404, 1.897], [1.932, -1.100, 0.966], [-2.436, 1.823, -0.455], [2.093, 2.568, -1.602], [-0.956, 2.481, -0.526], [0.196, 2.551, 1.611], [-3.467, -2.796, 0.118], [-2.330, 1.468, 0.438], [-0.630, 0.670, 0.357], [-1.035, 0.341, -0.778], [-0.274, -0.749, 2.171], [-1.619, -1.708, -0.675], [-1.191, -2.044, -1.226], [1.959, -0.994, 2.130], [1.305, -1.675, -1.840], [1.346, 1.076, 0.492], [1.371, 1.592, -1.885]],
  "nbo_charge": [-0.5624, 0.7902, -0.6985, -0.1807, -0.6856, 0.3606, -0.2239, -0.5103, -0.4036, -0.2364, -0.4882, 0.5318, 0.2359, 0.3971, 0.2250, 0.2478, 0.2325, 0.2145, 0.2692, 0.2466, 0.2383],
  "fmax_ha_per_bohr": 0.08664,
  "charge": 0,
  "total_energy_ha": -938.097696,
  "relative_energy_kcal_mol": 19.0,
  "molar_mass_g_mol": 175.62,
  "homo_lumo_gap_ev": 9.99,
  "smiles": "O=C(O)[C@@H]1N[C@@]2(Cl)CC[C@@H]1C2"
}